The following is a quantum chemistry calculation of 2 unconnected molecules or ions with the total composition C7H13N, from OMol25.

The HOMO energy comes out at -8.238 eV. Its electronic energy is -329.14146 Eh. The value obtained for the orbital gap is 9.181 eV. The value obtained for the largest force on an atom is 0.05587 hartree/bohr. As for the SMILES: C/C=N\C.C=C=CC.

Element x y z (Å)
C (-0.263, 1.965, -0.078)
C (-0.411, 0.765, 0.807)
N (-1.426, -0.029, 0.855)
C (-2.559, 0.203, -0.023)
H (-0.447, 1.702, -1.120)
H (0.731, 2.397, 0.012)
H (-0.992, 2.732, 0.198)
H (0.344, 0.608, 1.569)
H (-2.961, 1.213, 0.080)
H (-2.281, 0.050, -1.071)
H (-3.341, -0.509, 0.237)
C (-0.275, -2.409, 0.140)
C (0.730, -1.789, -0.352)
C (1.454, -0.749, -0.739)
C (2.709, -0.301, -0.040)
H (-1.004, -1.468, 0.689)
H (-0.425, -3.476, 0.179)
H (1.307, -0.362, -1.744)
H (2.749, -0.693, 0.975)
H (3.600, -0.640, -0.573)
H (2.760, 0.790, 0.000)

The following is a quantum chemistry calculation of 2 unconnected molecules or ions with the total composition C6H11NO5, from OMol25.

The HOMO energy (spin up / spin down) comes out at -10.478 / -10.307 eV. Its electronic energy is -665.98114 Eh. The value obtained for the orbital gap (spin up / spin down) is 8.460 / 8.485 eV. The value obtained for the largest force on an atom is 0.07991 hartree/bohr.

Element x y z (Å)
N (-3.208, -2.335, -1.558)
O (-3.560, -2.920, -0.520)
O (-3.895, -1.836, -2.466)
C (0.003, 0.372, -3.264)
C (-0.401, 0.096, -1.810)
C (0.720, 0.473, -0.792)
C (0.289, 0.184, 0.640)
O (1.333, 0.539, 1.582)
C (0.854, 0.330, 2.849)
O (-0.233, -0.120, 3.072)
C (1.817, 0.721, 3.945)
O (-0.854, -1.181, -1.625)
H (0.245, 1.426, -3.420)
H (0.879, -0.244, -3.506)
H (-0.801, 0.081, -3.944)
H (-1.298, 0.736, -1.556)
H (1.596, -0.149, -1.053)
H (0.995, 1.529, -0.927)
H (-0.605, 0.769, 0.895)
H (0.053, -0.877, 0.756)
H (2.705, 1.190, 3.556)
H (1.292, 1.395, 4.629)
H (2.072, -0.178, 4.515)

The following is a quantum chemistry calculation of C3H3F2NS in the gas phase, from OMol25.

The HOMO energy comes out at -8.839 eV. Its electronic energy is -768.72435 Eh. The value obtained for the orbital gap is 9.135 eV. The value obtained for the largest force on an atom is 0.10437 hartree/bohr. As for the SMILES: FC1(F)CNC1=S.

Element x y z (Å)
F (0.496, -0.779, 1.527)
C (-0.337, -0.813, 0.432)
F (-1.590, -0.935, 0.818)
C (0.420, -1.607, -0.623)
N (0.880, -0.365, -1.145)
C (0.141, 0.504, -0.378)
S (-0.033, 2.118, -0.404)
H (1.267, -2.206, -0.305)
H (-0.315, -2.122, -1.253)
H (1.923, -0.085, -1.644)

The following is a quantum chemistry calculation of 2 unconnected molecules or ions with the total composition C6H7NO2S, from OMol25.

The HOMO energy comes out at -8.000 eV. Its electronic energy is -836.00795 Eh. The value obtained for the orbital gap is 8.662 eV. The value obtained for the largest force on an atom is 0.11813 hartree/bohr.

Element x y z (Å)
C (-0.472, -1.597, -1.514)
C (-0.587, -0.550, -2.384)
C (2.247, 0.597, 1.406)
C (2.015, 0.468, 0.197)
C (-0.564, -1.220, -0.088)
C (-0.647, 0.268, 0.051)
N (-0.730, 0.928, 1.140)
O (-0.545, 0.477, 2.298)
O (-0.900, 2.382, 1.128)
S (-0.798, 1.005, -1.571)
H (-0.475, -2.633, -1.943)
H (-0.633, -0.631, -3.372)
H (2.235, 0.456, 2.470)
H (-0.957, 2.579, 2.081)
H (2.079, 0.815, -0.835)
H (-1.495, -1.576, 0.350)
H (0.228, -1.768, 0.586)

The following is a quantum chemistry calculation of a molecular structure, C21H48KN10, from OMol25.

The HOMO energy comes out at -10.754 eV. As for the charge: +1. Its electronic energy is -1976.25909 Eh. The value obtained for the orbital gap is 8.821 eV. The value obtained for the largest force on an atom is 0.03278 hartree/bohr.

Element x y z (Å)
K (-0.189, -0.787, 0.267)
C (-3.034, -2.133, 0.342)
N (-3.754, -1.787, 1.549)
C (-5.200, -1.750, 1.345)
C (-3.167, -0.905, 2.442)
N (-2.021, -0.385, 2.165)
C (-1.320, 0.372, 3.192)
C (0.210, 0.297, 3.129)
N (0.827, 0.731, 1.878)
C (0.483, 2.092, 1.461)
C (-0.634, 2.188, 0.407)
N (-0.271, 1.517, -0.830)
C (-0.311, 2.102, -1.973)
N (-0.238, 1.322, -3.112)
C (-0.170, -0.119, -2.974)
C (0.384, 1.811, -4.335)
N (-0.419, 3.470, -2.234)
C (-1.538, 3.967, -3.015)
C (0.287, 4.457, -1.441)
C (2.259, 0.434, 1.806)
C (2.791, 0.224, 0.385)
N (2.366, -1.050, -0.179)
C (3.200, -1.722, -0.902)
N (3.000, -3.076, -1.086)
C (3.149, -3.667, -2.410)
C (2.042, -3.756, -0.243)
N (4.328, -1.208, -1.508)
C (5.575, -1.946, -1.602)
C (4.294, 0.059, -2.212)
N (-3.908, -0.682, 3.591)
C (-4.490, -1.777, 4.345)
C (-4.109, 0.649, 4.127)
H (-3.566, -2.933, -0.169)
H (-2.036, -2.499, 0.576)
H (-2.958, -1.276, -0.345)
H (-5.580, -2.759, 1.178)
H (-5.455, -1.138, 0.473)
H (-5.702, -1.330, 2.209)
H (-1.593, 0.039, 4.198)
H (-1.605, 1.429, 3.136)
H (0.524, -0.734, 3.314)
H (0.575, 0.900, 3.977)
H (1.380, 2.559, 1.047)
H (0.198, 2.695, 2.333)
H (-0.891, 3.239, 0.279)
H (-1.534, 1.705, 0.801)
H (-0.930, -0.495, -2.289)
H (0.812, -0.449, -2.604)
H (-0.346, -0.570, -3.950)
H (0.446, 2.893, -4.328)
H (-0.197, 1.496, -5.204)
H (1.400, 1.412, -4.444)
H (-1.935, 3.177, -3.650)
H (-1.213, 4.791, -3.655)
H (-2.346, 4.335, -2.371)
H (-0.367, 5.011, -0.759)
H (0.757, 5.184, -2.108)
H (1.074, 3.978, -0.859)
H (2.447, -0.475, 2.379)
H (2.845, 1.238, 2.278)
H (3.884, 0.291, 0.435)
H (2.450, 1.064, -0.234)
H (3.714, -3.008, -3.062)
H (2.168, -3.837, -2.867)
H (3.666, -4.627, -2.350)
H (2.112, -3.382, 0.775)
H (2.259, -4.825, -0.250)
H (1.010, -3.623, -0.599)
H (5.511, -2.859, -1.016)
H (6.393, -1.338, -1.208)
H (5.820, -2.207, -2.637)
H (3.274, 0.434, -2.258)
H (4.653, -0.081, -3.237)
H (4.925, 0.816, -1.736)
H (-4.333, -2.717, 3.821)
H (-5.565, -1.632, 4.485)
H (-4.029, -1.851, 5.335)
H (-3.794, 1.397, 3.402)
H (-3.571, 0.821, 5.064)
H (-5.175, 0.801, 4.320)

The following is a quantum chemistry calculation of 4 unconnected molecules or ions with the total composition C7H12N3O2, from OMol25.

The HOMO energy (spin up / spin down) comes out at -3.401 / -3.386 eV. As for the charge: -1. Its electronic energy is -588.47142 Eh. The value obtained for the orbital gap (spin up / spin down) is 6.517 / 6.489 eV. The value obtained for the largest force on an atom is 0.02480 hartree/bohr.

Element x y z (Å)
C (-1.978, 0.813, 1.563)
C (-1.904, -0.303, 2.479)
C (-0.903, -1.606, 0.908)
C (-0.315, -0.417, 0.181)
C (-1.053, 0.757, 0.618)
C (5.135, 0.588, 0.386)
C (5.351, 1.500, -0.540)
N (-1.513, -1.474, 2.038)
N (-1.819, 1.557, -1.825)
N (-3.428, -1.886, -1.510)
O (-2.314, 2.567, -2.348)
O (-1.476, 0.567, -2.506)
H (-2.607, 1.663, 1.772)
H (-2.098, -0.185, 3.537)
H (-0.961, -2.570, 0.417)
H (0.769, -0.287, 0.322)
H (-0.492, -0.538, -0.902)
H (4.157, 0.166, 0.549)
H (5.922, 0.223, 1.027)
H (4.559, 1.862, -1.174)
H (6.326, 1.929, -0.706)
H (-3.697, -0.914, -1.376)
H (-2.731, -1.861, -2.249)
H (-2.931, -2.149, -0.660)

The following is a quantum chemistry calculation of 6 unconnected molecules or ions with the total composition C18H47N5O7PS2Si, from OMol25.

The HOMO energy comes out at -10.865 eV. As for the charge: +1. Its electronic energy is -2941.59372 Eh. The value obtained for the orbital gap is 7.780 eV. The value obtained for the largest force on an atom is 0.07240 hartree/bohr.

Element x y z (Å)
C (-1.041, -2.932, 1.303)
Si (-1.189, -1.500, 0.111)
C (-1.413, -2.046, -1.638)
C (0.365, -0.475, 0.308)
S (-2.849, -0.111, 0.663)
P (-4.757, -1.136, 0.812)
O (-5.805, 0.036, 0.928)
O (-4.862, -1.864, 2.195)
S (-5.134, -2.261, -0.683)
H (-0.519, -2.601, 2.194)
H (-1.980, -3.360, 1.637)
H (-0.427, -3.701, 0.860)
H (-1.495, -1.158, -2.248)
H (-0.589, -2.677, -1.942)
H (-2.370, -2.554, -1.714)
H (0.124, 0.318, 1.009)
H (0.680, -0.018, -0.619)
H (1.166, -1.074, 0.713)
H (-3.024, 0.668, -0.420)
H (-5.544, 0.789, 0.371)
H (-4.270, -2.639, 2.131)
C (-0.246, -2.082, -5.033)
O (-0.400, -1.208, -4.197)
N (-1.120, -2.365, -6.010)
C (-0.880, -3.421, -6.976)
C (-2.343, -1.586, -6.100)
H (0.647, -2.727, -5.050)
H (-0.857, -3.006, -7.985)
H (-1.674, -4.167, -6.919)
H (0.072, -3.905, -6.773)
H (-2.104, -0.531, -6.239)
H (-2.917, -1.687, -5.178)
H (-2.939, -1.936, -6.938)
C (-2.610, 1.338, 5.294)
O (-1.749, 0.985, 4.507)
N (-3.928, 1.262, 5.045)
C (-4.939, 1.690, 5.996)
C (-4.322, 0.724, 3.762)
H (-2.372, 1.755, 6.286)
H (-5.585, 0.850, 6.257)
H (-5.548, 2.484, 5.561)
H (-4.466, 2.064, 6.900)
H (-3.929, -0.284, 3.666)
H (-3.891, 1.342, 2.969)
H (-5.404, 0.708, 3.666)
C (1.245, -5.208, -1.289)
O (0.659, -4.231, -1.733)
N (2.467, -5.174, -0.752)
C (3.119, -6.367, -0.239)
C (3.166, -3.897, -0.682)
H (0.799, -6.216, -1.298)
H (3.342, -6.242, 0.822)
H (4.051, -6.542, -0.778)
H (2.472, -7.232, -0.364)
H (2.587, -3.185, -0.094)
H (3.290, -3.486, -1.683)
H (4.140, -4.035, -0.224)
C (4.478, 0.877, -0.989)
O (4.249, 0.119, -0.064)
N (4.032, 2.141, -1.076)
C (4.342, 2.992, -2.211)
C (3.213, 2.674, 0.000)
H (5.091, 0.577, -1.855)
H (4.883, 3.878, -1.875)
H (3.422, 3.306, -2.704)
H (4.959, 2.452, -2.925)
H (3.774, 2.634, 0.935)
H (2.313, 2.066, 0.113)
H (2.931, 3.699, -0.217)
C (2.087, 5.538, 1.340)
O (1.779, 5.824, 0.197)
N (2.416, 6.419, 2.294)
C (2.772, 6.005, 3.638)
C (2.414, 7.836, 1.964)
H (2.114, 4.493, 1.693)
H (2.082, 6.444, 4.359)
H (3.786, 6.333, 3.873)
H (2.726, 4.921, 3.721)
H (1.420, 8.140, 1.635)
H (3.115, 8.030, 1.152)
H (2.701, 8.416, 2.836)

The following is a quantum chemistry calculation of 2 unconnected molecules or ions with the total composition C3H9ClN, from OMol25.

The HOMO energy (spin up / spin down) comes out at -11.888 / -13.456 eV. As for the charge: +1. Its electronic energy is -634.21030 Eh. The value obtained for the orbital gap (spin up / spin down) is 7.107 / 9.834 eV. The value obtained for the largest force on an atom is 0.06989 hartree/bohr.

Element x y z (Å)
C (-1.556, 1.232, 0.044)
C (-0.404, -1.055, 0.289)
C (3.233, 0.011, -0.065)
N (-1.504, -0.273, -0.232)
Cl (1.698, 0.481, 0.092)
H (-2.628, 1.681, -0.079)
H (-1.222, 1.318, 1.083)
H (-0.817, 1.671, -0.628)
H (-0.530, -1.500, 1.220)
H (0.048, -1.732, -0.484)
H (3.993, 0.201, 0.661)
H (3.473, -0.830, -0.758)
H (-2.239, -0.886, 0.183)
H (-1.545, -0.320, -1.326)

- Look up the largest force on an atom of the fourth one.
  0.11813 hartree/bohr

- Among the records above, which one has the lowest electronic energy?
  C18H47N5O7PS2Si

- The highest electronic energy belongs to which entry?
  C7H13N